{"formula": "C5H10NO2S", "method": "wB97M-V/def2-TZVPD", "symbols": ["S", "O", "O", "N", "C", "C", "C", "C", "C", "H", "H", "H", "H", "H", "H", "H", "H", "H", "H"], "xyz": [[2.641, 0.549, 0.132], [3.755, 1.108, -0.472], [1.360, 1.108, -0.131], [-1.244, -0.310, -0.792], [-2.160, 0.496, -0.405], [-0.049, -0.553, -1.044], [2.238, -1.167, -0.040], [0.712, -1.456, 0.029], [-1.878, 1.801, 0.204], [-3.076, 0.067, -0.267], [2.608, -1.495, -1.029], [0.194, -1.257, 1.015], [0.343, -0.536, -1.981], [2.684, -1.796, 0.681], [2.871, 0.588, 1.513], [0.393, -2.463, -0.154], [-2.742, 2.032, 0.825], [-0.879, 1.935, 0.692], [-1.974, 2.668, -0.531]], "mulliken_charge": [0.811, -0.538, -0.521, -0.070, -0.056, -0.200, -0.721, -0.518, -0.852, 0.480, 0.366, 0.320, 0.472, 0.466, 0.189, 0.426, 0.326, 0.317, 0.302], "largest_force_ev_per_a": 5.22, "e_lumo_ha": -0.15617, "energy_ha": -799.57454, "charge": 1, "relative_energy_kj_mol": 303.8, "orbital_gap_ev": 10.8653}